No. 1
The following is a quantum chemistry calculation of one molecule with the formula C3H4O2 at a distorted geometry, from OMol25.

The HOMO energy is -9.319 eV. Its multiplicity is 1.

Element x y z (Å)
1 O -1.304 -0.961 -0.539
2 O 0.507 0.143 -0.928
3 C -0.678 -0.313 -1.335
4 C 0.862 0.472 0.342
5 C 0.052 -0.129 1.309
6 H -0.632 -0.819 1.059
7 H -0.733 -0.018 -2.509
8 H 1.823 1.174 0.246
9 H 0.104 0.450 2.354

Forces on atoms 1 to 6 (eV/Å):
-2.111 -0.082 -2.891
1.698 1.342 -2.921
1.234 -0.397 -0.284
-1.118 -1.219 1.632
5.444 6.735 2.855
-1.877 -1.847 -0.021


No. 2
The following is a quantum chemistry calculation of a 6-piece molecular cluster, C22H57N4O10 overall at a distorted geometry, from OMol25.

The HOMO energy is -5.361 eV. As for the total charge: -1. Its multiplicity is 1.

Element x y z (Å)
1 O 4.502 1.635 -0.391
2 O -2.111 -5.359 -0.360
3 O 0.348 0.172 -1.680
4 O -2.076 -1.045 -2.661
5 O 2.553 -3.142 3.723
6 O -3.120 1.185 0.816
7 O 0.616 3.119 3.334
8 O 2.248 -0.177 -0.667
9 O 0.690 -1.703 -0.608
10 O -2.246 5.171 -1.376
11 N -1.729 2.572 -2.340
12 N -0.583 -2.801 1.849
13 N -0.433 2.068 0.557
14 N 1.103 -0.579 -0.983
15 C -1.516 -3.323 -2.990
16 C -0.834 1.150 1.614
17 C -3.111 6.262 -1.186
18 C -3.926 -2.535 -2.559
19 C -1.593 -3.726 1.321
20 C -2.067 0.344 1.240
21 C -1.047 -4.674 0.249
22 C 0.355 -3.426 2.779
23 C 4.905 0.147 1.416
24 C -2.029 4.943 -2.746
25 C 6.757 1.114 0.010
26 C 1.806 2.402 3.579
27 C 0.651 3.771 2.053
28 C 3.493 -2.255 4.248
29 C -4.135 0.512 0.140
30 C 1.545 -2.494 2.953
31 C -1.686 -6.471 -1.128
32 C -0.757 3.471 -4.419
33 C -1.096 3.751 -2.976
34 C 0.772 2.865 0.842
35 C 5.354 0.542 0.008
36 C -2.452 -2.355 -2.238
37 H 4.755 1.011 2.061
38 H -1.537 -3.106 -4.056
39 H 5.272 -0.270 -0.715
40 H 6.776 2.089 0.500
41 H -1.902 -4.309 2.197
42 H 1.524 4.431 2.155
43 H 4.006 -0.468 1.342
44 H -2.352 -0.302 2.078
45 H -0.523 -3.351 -2.541
46 H -1.872 -0.323 0.383
47 H -0.053 -2.488 1.030
48 H 1.288 -1.544 3.427
49 H -4.202 -3.585 -2.434
50 H 3.644 1.218 -0.579
51 H 1.723 1.803 4.485
52 H -1.182 -0.845 -2.333
53 H -1.161 -7.200 -0.504
54 H -1.577 5.822 -3.222
55 H -0.188 3.890 -2.380
56 H -1.562 3.114 -5.064
57 H -3.820 0.384 -0.906
58 H -0.049 2.637 -4.429
59 H -2.219 -2.389 -1.167
60 H -3.003 4.708 -3.196
61 H -2.451 2.270 -3.005
62 H 2.009 1.669 2.794
63 H -0.118 1.469 -0.208
64 H -1.128 1.750 -2.425
65 H -0.958 -6.141 -1.880
66 H -4.567 -1.981 -1.874
67 H -0.502 -4.101 -0.512
68 H -1.113 1.700 2.510
69 H 0.679 -4.396 2.381
70 H 0.895 3.561 0.000
71 H -0.227 4.317 -4.876
72 H 3.132 -1.319 4.693
73 H -2.591 -6.834 -1.606
74 H -3.219 6.474 -0.125
75 H 2.611 3.137 3.672
76 H -5.085 1.047 0.153
77 H 1.703 2.285 0.780
78 H -4.101 6.028 -1.594
79 H 1.930 -2.292 1.946
80 H -0.050 0.424 1.879
81 H -4.117 -2.222 -3.585
82 H -0.193 -3.587 3.712
83 H -1.833 -4.377 -2.916
84 H -0.226 4.403 1.927
85 H 5.639 -0.479 1.941
86 H -2.701 7.148 -1.685
87 H -4.332 -0.489 0.553
88 H 4.210 -1.922 3.487
89 H -0.329 -5.322 0.770
90 H 7.091 1.241 -1.022
91 H 7.471 0.497 0.558
92 H -2.507 -3.248 0.966
93 H 4.043 -2.768 5.037

Forces on atoms 1 to 6 (eV/Å):
-0.009 -0.694 -0.452
-0.053 -0.554 0.259
0.691 -0.892 0.462
-0.373 0.360 -0.130
-0.596 0.138 0.359
-0.333 0.694 1.158


No. 3
The following is a quantum chemistry calculation of C4H11Cl4N2O5Sn as an isolated structure at a distorted geometry, from OMol25.

The HOMO energy is -13.126 eV. As for the total charge: +1. Its multiplicity is 1.

Element x y z (Å)
1 Sn -3.010 -1.125 0.782
2 Cl 2.407 -3.170 -2.963
3 Cl 2.291 -4.010 1.644
4 Cl 0.385 -2.275 2.882
5 Cl 1.655 -0.474 -3.822
6 O -1.004 0.638 -3.683
7 O -1.440 3.050 2.396
8 O -2.068 1.048 2.842
9 O -2.381 0.202 -2.058
10 O -0.357 -0.252 0.424
11 N -1.213 1.924 2.753
12 N -1.444 0.827 -2.595
13 C -0.981 2.061 -1.860
14 C 1.446 -2.490 1.506
15 C 0.224 1.510 2.922
16 C 1.450 -1.674 -2.550
17 H -0.918 2.868 -2.586
18 H 0.408 -1.978 -2.503
19 H 0.629 1.850 1.972
20 H -1.673 2.329 -1.067
21 H 1.765 -1.341 -1.565
22 H 0.777 -2.536 0.651
23 H 2.156 -1.693 1.304
24 H -0.018 1.744 -1.474
25 H 0.287 0.432 3.024
26 H -0.022 0.460 -0.125
27 H 0.647 2.076 3.749

Forces on atoms 1 to 6 (eV/Å):
3.733 2.069 -0.577
-0.512 0.723 0.415
0.366 -0.303 -0.048
-0.371 0.501 0.603
0.232 0.025 0.407
-0.128 -0.535 0.051


No. 4
The following is a quantum chemistry calculation of C47H41F9GeO7P2PdSSb as an isolated structure at a distorted geometry, from OMol25.

The HOMO energy (alpha / beta) is -3.184 / -3.056 eV. As for the total charge: -2. Its multiplicity is 2.

Element x y z (Å)
1 Sb -1.292 -1.760 -4.465
2 Pd 0.038 -0.208 -0.808
3 Ge 1.246 -3.977 0.678
4 S -2.866 -0.729 -1.360
5 P -1.057 3.360 -1.220
6 P -0.109 2.485 1.504
7 F -1.646 -2.634 -6.147
8 F 0.430 -1.632 -5.318
9 F -4.144 -2.654 -0.119
10 F -0.393 -0.425 -3.375
11 F -2.475 -1.864 1.006
12 F -2.071 -0.189 -5.200
13 F -4.293 -0.706 0.827
14 F -3.050 -2.356 -4.093
15 F -0.661 -3.331 -3.628
16 O 2.188 -0.271 -0.542
17 O 4.090 -0.140 0.591
18 O 0.067 1.021 1.367
19 O -2.171 0.463 -0.839
20 O 0.029 2.486 -1.715
21 O -1.920 -1.715 -1.888
22 O -4.053 -0.457 -2.110
23 C -0.534 5.103 -1.292
24 C 0.203 2.147 4.187
25 C 2.783 -5.401 4.386
26 C 2.892 -6.771 4.202
27 C 3.629 4.898 0.480
28 C -0.956 -4.800 -1.047
29 C 3.524 3.568 0.101
30 C 3.059 -3.236 -3.060
31 C 4.035 -5.267 -2.232
32 C -1.324 6.169 -0.867
33 C -2.570 2.725 -3.403
34 C 2.435 -1.478 1.596
35 C -0.465 2.918 3.235
36 C -0.512 -4.721 0.272
37 C -2.604 3.272 -2.125
38 C -1.502 3.114 0.530
39 C -3.809 3.713 -1.583
40 C -3.462 -1.545 0.171
41 C -2.612 -5.678 1.000
42 C -1.311 3.936 3.658
43 C -0.858 7.470 -0.962
44 C 2.380 2.841 0.405
45 C 3.927 -4.302 -3.226
46 C 0.725 5.354 -1.824
47 C 2.320 -4.593 3.353
48 C -3.741 2.650 -4.145
49 C -3.039 -5.756 -0.320
50 C -2.215 -5.310 -1.341
51 C 1.191 6.658 -1.924
52 C 2.518 -7.328 2.986
53 C 1.457 4.796 1.492
54 C 2.379 -4.100 -0.901
55 C 2.939 -0.568 0.447
56 C -0.815 3.423 5.952
57 C 2.594 5.518 1.174
58 C 1.090 -2.177 1.387
59 C 2.054 -6.514 1.963
60 C 1.351 3.459 1.108
61 C -4.936 3.102 -3.609
62 C -4.975 3.630 -2.326
63 C 2.294 -3.139 -1.904
64 C -1.487 4.189 5.013
65 C 3.269 -5.165 -1.082
66 C -1.358 -5.159 1.291
67 C 0.404 7.715 -1.494
68 C 1.963 -5.127 2.115
69 C 0.029 2.401 5.537
70 H -2.153 4.982 5.331
71 H 3.258 -7.403 5.003
72 H 2.579 -8.400 2.837
73 H 3.391 -5.914 -0.310
74 H 3.059 -4.956 5.335
75 H -2.271 2.337 0.576
76 H 1.725 -6.975 1.038
77 H 1.621 -2.295 -1.801
78 H 0.550 1.795 6.268
79 H -0.954 3.617 7.008
80 H -1.648 2.310 -3.793
81 H -0.341 -4.420 -1.855
82 H 0.655 5.278 2.043
83 H -4.023 -6.149 -0.549
84 H 0.769 8.732 -1.571
85 H -5.915 3.956 -1.898
86 H -3.718 2.190 -5.122
87 H -1.037 -5.097 2.327
88 H -1.845 4.542 2.937
89 H 4.326 3.074 -0.430
90 H 0.847 1.341 3.855
91 H -1.478 8.294 -0.630
92 H -3.262 -6.009 1.803
93 H -1.874 4.054 0.937
94 H 3.257 -2.175 1.783
95 H -3.851 4.104 -0.573
96 H 4.716 -6.102 -2.354
97 H -2.316 5.987 -0.466
98 H 1.331 4.511 -2.135
99 H 0.456 -2.213 2.277
100 H 0.531 -1.541 0.693
101 H 2.244 -3.525 3.516
102 H 2.397 -0.819 2.469
103 H 2.675 6.559 1.463
104 H 2.950 -2.482 -3.828
105 H 4.524 5.459 0.237
106 H 2.177 6.845 -2.331
107 H -2.554 -5.326 -2.369
108 H -5.851 3.008 -4.181
109 H 4.516 -4.385 -4.132
110 H 2.290 1.812 0.076

Forces on atoms 1 to 6 (eV/Å):
0.774 0.123 -1.342
0.301 0.693 -0.032
-0.212 -0.040 -0.024
0.696 -0.372 -0.300
0.174 -0.140 0.000
-0.110 -0.066 -0.014


Which of these has the highest multiplicity? C47H41F9GeO7P2PdSSb